80
Properties=species:S:1:pos:R:3:lowdin_charge:R:1 method="wB97M-V/def2-TZVPD" energy_ev=-91379.8996 total_charge=0
C 0.878 -2.392 -3.107 -0.23
Si 1.351 -1.007 -1.938 0.38
O 1.541 -1.525 -0.331 -0.38
Si 0.125 -2.129 0.349 0.52
C -0.458 -1.209 1.881 -0.26
C -0.293 0.351 1.778 -0.31
C -0.166 0.874 3.239 -0.50
S -0.744 2.584 3.474 0.93
C 0.331 3.758 2.708 -1.04
S -0.300 5.254 2.506 0.73
N 1.661 3.524 2.306 -0.10
C 2.523 4.523 1.881 -0.12
C 3.689 3.937 1.535 -0.11
N 3.597 2.559 1.752 0.08
C 2.412 2.371 2.193 -0.19
C 0.420 -3.984 0.726 -0.21
C 1.770 -4.467 0.233 -0.83
O 1.941 -4.894 -0.870 0.01
Cl 3.185 -4.443 1.354 0.63
P -0.218 0.592 -2.185 0.57
N -1.558 -0.105 -2.690 -0.38
H -0.204 -2.577 -3.036 0.02
H 1.073 -2.045 -4.135 0.04
H 1.428 -3.324 -2.926 0.02
H 2.676 -0.496 -2.354 -0.02
H -0.925 -2.111 -0.688 0.02
H 0.151 -1.561 2.733 0.08
H -1.512 -1.453 2.086 0.09
H 0.578 0.629 1.174 0.07
H -1.227 0.712 1.327 0.10
H -0.857 0.251 3.828 0.08
H 0.826 0.674 3.662 0.08
H 2.352 5.585 1.800 0.09
H 4.534 4.489 1.140 0.10
H 2.075 1.375 2.437 0.10
H 0.370 -4.197 1.807 0.08
H -0.337 -4.622 0.252 0.09
H -0.424 1.311 -0.979 -0.04
H 0.213 1.538 -3.162 -0.03
H -2.337 0.068 -2.062 -0.05
C 3.869 -7.036 -2.254 -0.11
C 3.298 -7.150 -3.663 -0.26
C 1.927 -7.823 -3.708 -0.23
C 1.900 -9.271 -3.217 -0.23
C 2.836 -10.225 -3.957 -0.27
C 2.501 -10.371 -5.438 -0.11
H 4.028 -8.018 -1.802 0.07
H 4.834 -6.524 -2.276 0.07
H 3.200 -6.465 -1.613 0.04
H 4.005 -7.684 -4.306 0.10
H 3.204 -6.145 -4.085 0.10
H 1.545 -7.776 -4.733 0.10
H 1.227 -7.238 -3.102 0.11
H 0.874 -9.645 -3.301 0.11
H 2.140 -9.299 -2.150 0.10
H 2.769 -11.210 -3.487 0.10
H 3.875 -9.903 -3.846 0.10
H 1.481 -10.738 -5.572 0.07
H 3.178 -11.083 -5.913 0.07
H 2.597 -9.422 -5.969 0.06
C -4.764 11.092 3.130 -0.11
C -5.245 9.912 2.293 -0.27
C -5.389 8.618 3.093 -0.23
C -4.090 8.088 3.704 -0.23
C -2.966 7.817 2.706 -0.28
C -3.315 6.741 1.683 -0.14
H -3.771 10.913 3.547 0.06
H -4.706 11.994 2.518 0.07
H -5.452 11.289 3.955 0.07
H -4.570 9.762 1.445 0.10
H -6.219 10.163 1.863 0.10
H -5.829 7.852 2.448 0.10
H -6.111 8.780 3.900 0.11
H -4.316 7.162 4.244 0.11
H -3.728 8.792 4.459 0.10
H -2.081 7.494 3.261 0.07
H -2.684 8.738 2.187 0.10
H -3.553 5.797 2.177 0.07
H -2.471 6.565 1.013 0.04
H -4.168 7.032 1.066 0.07